[1]
Computed, not measured: an isolated ion of composition C3H6N3 and charge +1, with the ωB97M-V functional and the def2-TZVPD basis.

Geometry (Å):
C 0.83 -0.87 -1.52
N 0.18 -0.28 -0.31
C -1.04 -0.15 0.15
N -1.01 0.63 1.27
C 0.23 0.97 1.43
N 1.04 0.44 0.52
H 0.94 0.06 -2.09
H 1.65 -1.36 -1.06
H 0.10 -1.64 -1.96
H -2.02 -0.42 -0.27
H -1.75 1.08 1.78
H 0.85 1.56 2.06

Values from the calculation:
HOMO-LUMO gap ... 12.067 eV
SMILES string ... C[n+]1c[nH]cn1
Total charge ... +1
ΔE to the lowest compared entry with this formula, charge and spin ... 15.4 kcal/mol
Lowest unoccupied orbital energy ... -3.82 eV


[2]
Computed, not measured: one molecule with the formula C5H8S3, with the ωB97M-V functional and the def2-TZVPD basis.

Geometry (Å):
C 1.05 -1.68 -2.37
C 0.38 -1.59 -1.06
S 1.66 -0.95 0.22
C 1.12 0.58 0.89
S 2.08 1.51 1.77
C -0.27 0.84 0.56
C -1.32 1.06 1.89
S -0.61 1.95 -0.79
H 0.40 -2.12 -3.09
H 2.27 -1.37 -2.58
H -0.58 -1.96 -0.66
H -0.78 -0.22 0.28
H -2.39 1.14 1.48
H -1.03 1.96 2.54
H -1.37 0.00 2.49
H -0.60 0.82 -1.56

Values from the calculation:
HOMO-LUMO gap ... 8.357 eV
SMILES string ... C=CSC(=S)[C@@H](C)S
Total charge ... 0
ΔE to the lowest compared entry with this formula, charge and spin ... 90.6 kcal/mol
Lowest unoccupied orbital energy ... -0.29 eV


[3]
Computed, not measured: C4H8N3OS as an isolated structure, with the ωB97M-V functional and the def2-TZVPD basis.

Geometry (Å):
C 1.54 0.01 0.53
C 1.49 1.40 0.31
C 0.70 -0.92 -0.01
C -1.53 -0.11 -0.28
N 0.44 1.93 -0.36
N -0.34 -0.39 -0.77
N 0.75 -2.26 0.09
O -2.34 0.77 -0.77
S -2.19 -1.08 0.97
H 2.38 -0.42 1.06
H 2.30 1.87 0.76
H 0.46 3.00 -0.40
H 0.05 0.83 -1.02
H 1.45 -2.71 0.65
H 0.23 -2.99 -0.46
H -2.20 1.40 -1.50
H -3.17 -0.30 1.19

Values from the calculation:
Spin multiplicity ... 3
HOMO-LUMO gap (alpha / beta) ... 6.463 / 7.493 eV
Total charge ... +1
ΔE to the lowest compared entry with this formula, charge and spin ... 33.0 kcal/mol
<S²> ... 2.01
Lowest unoccupied orbital energy (alpha / beta) ... -3.33 / -6.57 eV


[4]
Computed, not measured: C20H21O3Tm as an isolated structure, with the ωB97M-V functional and the def2-TZVPD basis.

Geometry (Å):
C 0.80 1.34 1.85
C 0.95 2.47 0.97
C -0.32 2.72 0.35
H 1.84 3.05 0.78
C -1.24 1.78 0.91
C -0.56 0.91 1.81
H -1.00 0.12 2.41
H 1.58 0.86 2.44
H -0.56 3.55 -0.30
H -2.31 1.77 0.73
C 0.10 -1.74 -1.88
C 1.12 -2.04 -0.92
C 0.55 -1.99 0.39
H 2.14 -2.29 -1.16
C -0.84 -1.68 0.24
C -1.11 -1.54 -1.16
H -2.09 -1.41 -1.61
H 0.21 -1.81 -2.96
H 1.07 -2.21 1.34
H -1.57 -1.65 1.03
Tm 0.48 0.40 -0.39
O -2.41 0.92 -1.43
C -2.46 1.99 -2.35
C -3.71 2.00 -1.57
H -1.80 2.82 -2.11
H -2.54 1.64 -3.38
H -3.81 2.66 -0.70
H -6.04 2.99 -0.94
C -6.12 2.29 -1.77
C -4.95 1.59 -2.16
C -5.00 0.65 -3.20
H -4.09 0.11 -3.45
C -6.17 0.43 -3.88
H -6.19 -0.28 -4.72
C -7.34 1.14 -3.51
H -8.28 0.94 -4.05
C -7.32 2.07 -2.43
H -8.23 2.62 -2.17
C 4.94 0.39 0.85
C 3.72 -0.29 0.28
O 3.90 -1.44 -0.16
O 2.57 0.36 0.23
H 5.38 -0.24 1.63
H 4.74 1.39 1.26
H 5.69 0.46 0.04

Values from the calculation:
Spin multiplicity ... 3
HOMO-LUMO gap (alpha / beta) ... 7.861 / 7.901 eV
Total charge ... 0
ΔE to the lowest compared entry with this formula, charge and spin ... 34.8 kcal/mol
<S²> ... 2.00
Lowest unoccupied orbital energy (alpha / beta) ... -0.25 / -0.22 eV


[5]
Computed, not measured: a 7-piece molecular cluster, C23H42O21 overall, with the ωB97M-V functional and the def2-TZVPD basis.

Geometry (Å):
C 1.13 -2.76 4.53
C 1.66 -2.00 3.32
C 1.44 -0.41 3.23
O 2.65 0.06 2.69
C 3.63 -0.85 2.90
O 4.83 -0.64 2.65
O 3.14 -1.93 3.42
H 1.67 -3.73 4.73
H 0.07 -2.76 4.51
H 1.38 -2.20 5.39
H 1.32 -2.50 2.43
H 1.23 0.03 4.20
H 0.55 -0.20 2.60
C 0.92 5.32 -4.10
C 0.56 4.81 -2.72
C 0.70 5.96 -1.61
O -0.56 5.91 -1.01
C -1.46 5.28 -1.75
O -2.65 5.25 -1.49
O -0.85 4.63 -2.78
H 0.30 4.85 -4.81
H 1.96 5.16 -4.29
H 0.61 6.33 -4.26
H 1.21 3.97 -2.46
H 0.94 6.98 -1.90
H 1.53 5.58 -1.00
C 2.43 2.53 -7.15
O 2.46 1.21 -6.63
C 1.74 1.06 -5.49
O 0.94 2.11 -4.96
O 1.85 -0.16 -4.93
C 1.09 -0.45 -3.82
H 1.48 2.77 -7.60
H 3.19 2.60 -7.95
H 2.53 3.31 -6.42
H 1.44 0.20 -3.00
H 1.16 -1.46 -3.53
H 0.09 -0.25 -4.13
C 0.83 -7.79 0.30
O 1.02 -7.05 -0.88
C 0.72 -5.73 -0.80
O 0.09 -5.26 0.34
O 1.11 -5.07 -1.87
C 0.80 -3.76 -2.07
H 1.17 -7.38 1.25
H 1.43 -8.69 0.32
H -0.24 -8.07 0.42
H -0.31 -3.68 -1.91
H 1.11 -3.53 -3.07
H 1.41 -3.09 -1.43
C -2.54 -0.01 3.40
O -2.98 -0.41 4.65
C -2.93 -1.71 4.88
O -2.43 -2.66 3.96
O -3.38 -2.07 6.05
C -3.27 -3.51 6.30
H -3.26 -0.38 2.60
H -1.55 -0.55 3.21
H -2.37 1.09 3.43
H -3.60 -4.09 5.43
H -3.84 -3.76 7.25
H -2.21 -3.75 6.43
C -2.73 3.44 1.72
O -1.66 3.50 0.88
C -0.52 2.83 1.13
O -0.17 2.16 2.30
O 0.27 2.83 0.07
C 1.31 1.94 0.04
H -2.41 3.81 2.73
H -3.08 2.38 1.81
H -3.55 4.06 1.40
H 1.54 1.67 -0.92
H 1.13 1.09 0.77
H 2.20 2.50 0.21
C -0.95 -2.44 0.57
O -0.73 -1.54 -0.49
C -1.26 -0.33 -0.49
O -2.27 0.13 0.37
O -0.75 0.44 -1.49
C -1.52 1.53 -1.88
H -0.04 -3.05 0.67
H -1.76 -3.09 0.39
H -1.11 -1.94 1.49
H -1.78 2.33 -1.24
H -2.34 1.06 -2.36
H -0.96 2.01 -2.67

Values from the calculation:
HOMO-LUMO gap ... 10.563 eV
SMILES string ... C[C@H]1COC(=O)O1.C[C@H]1COC(=O)O1.COC(=O)OC.COC(=O)OC.COC(=O)OC.COC(=O)OC.COC(=O)OC
Total charge ... 0
ΔE to the lowest compared entry with this formula, charge and spin ... 21.0 kcal/mol
Lowest unoccupied orbital energy ... 0.30 eV


[6]
Computed, not measured: a 4-piece molecular cluster, C4H14O3 overall, with the ωB97M-V functional and the def2-TZVPD basis.

Geometry (Å):
C 0.71 -2.13 -1.11
C 0.81 -1.09 -0.29
C 1.84 0.00 -0.38
C 2.75 0.00 0.87
H -0.19 -2.68 -0.98
H 1.50 -2.37 -1.81
H 0.16 -0.96 0.57
H 1.36 0.97 -0.53
H 2.50 -0.14 -1.24
H 2.50 0.77 1.54
H 3.77 0.20 0.60
H 2.77 -0.97 1.35
O -1.28 1.99 -3.24
H -0.47 1.53 -3.48
H -1.31 1.91 -2.28
O -0.69 1.41 1.73
H -0.56 0.48 1.98
H -1.36 1.63 2.39
O -3.09 -0.69 1.97
H -3.78 -0.82 1.31
H -3.05 -1.43 2.58

Values from the calculation:
HOMO-LUMO gap ... 9.987 eV
SMILES string ... C=CCC.O.O.O
Total charge ... 0
ΔE to the lowest compared entry with this formula, charge and spin ... 34.9 kcal/mol
Lowest unoccupied orbital energy ... 0.45 eV


[7]
Computed, not measured: C4H9NOS as an isolated structure, with the ωB97M-V functional and the def2-TZVPD basis.

Geometry (Å):
C 0.40 1.15 0.36
C -1.06 1.61 0.40
C 0.22 -0.16 -0.41
C 0.98 -1.37 0.06
N -2.77 -0.20 -1.08
O -1.77 -0.88 1.31
S -1.58 -0.13 0.10
H 1.08 1.86 -0.11
H 0.75 0.94 1.37
H -1.42 2.05 1.32
H -1.36 2.19 -0.46
H 0.26 -0.02 -1.48
H 0.67 -2.25 -0.51
H 0.75 -1.56 1.11
H 2.05 -1.24 -0.06
H -3.35 -1.01 -0.89

Values from the calculation:
HOMO-LUMO gap ... 9.731 eV
Total charge ... 0
ΔE to the lowest compared entry with this formula, charge and spin ... 72.7 kcal/mol
Lowest unoccupied orbital energy ... 0.85 eV


[8]
Computed, not measured: C11H18N3OPtSSe2SiTe2 as an isolated structure, with the ωB97M-V functional and the def2-TZVPD basis.

Geometry (Å):
Pt -1.99 -0.43 0.83
Se -2.04 -1.04 3.16
Te 0.22 -0.50 4.08
Te 0.32 2.22 4.12
Se 0.62 2.94 1.75
C 3.73 -1.79 -0.10
Si 2.20 -2.88 -0.08
C 2.05 -3.70 -1.77
C 2.40 -4.19 1.24
C 0.70 -1.93 0.27
C -0.38 -1.42 0.53
H 4.58 -2.35 -0.49
H 3.97 -1.44 0.90
H 3.58 -0.92 -0.74
H 2.96 -4.26 -2.02
H 1.88 -2.95 -2.54
H 1.21 -4.39 -1.79
H 3.19 -4.91 1.00
H 1.46 -4.74 1.37
H 2.64 -3.72 2.20
C -5.27 2.29 0.18
C -3.97 1.82 0.77
N -3.00 2.72 0.92
O -3.85 0.63 1.10
H -5.54 3.29 0.54
H -6.05 1.58 0.41
H -5.14 2.33 -0.91
H -3.10 3.64 0.54
H -2.06 2.44 1.23
S -2.14 0.22 -1.50
C -0.79 1.26 -1.65
N 0.40 0.86 -1.12
C 1.44 1.69 -0.99
C 1.39 2.92 -1.58
C 0.21 3.22 -2.26
N -0.86 2.44 -2.28
H 0.40 -0.02 -0.58
H 2.29 1.31 -0.43
H 2.20 3.62 -1.51
H 0.11 4.15 -2.80

Values from the calculation:
HOMO-LUMO gap ... 5.699 eV
Total charge ... -1
ΔE to the lowest compared entry with this formula, charge and spin ... 0.0 kcal/mol
Lowest unoccupied orbital energy ... 2.23 eV


[9]
Computed, not measured: C42H44NP2Sb2ScTe as an isolated structure, with the ωB97M-V functional and the def2-TZVPD basis.

Geometry (Å):
Sc -0.15 -0.49 -0.07
C -3.99 0.69 -1.89
Sb -1.91 1.10 -1.90
C -1.98 3.19 -1.51
C -1.56 1.13 -4.01
C -1.47 -0.27 -4.56
C -2.66 -0.94 -4.86
C -2.66 -2.23 -5.36
C -1.45 -2.87 -5.59
C -0.26 -2.21 -5.33
C -0.25 -0.92 -4.80
C 1.08 -0.28 -4.50
Sb 1.75 -0.72 -2.51
C 2.14 -2.79 -2.82
C 3.74 -0.01 -2.68
H -4.47 1.31 -2.65
H -4.41 0.93 -0.91
H -4.18 -0.36 -2.12
H -2.60 3.66 -2.27
H -0.98 3.62 -1.54
H -2.42 3.37 -0.53
H -0.68 1.73 -4.19
H -2.43 1.65 -4.42
H -3.60 -0.43 -4.72
H -3.59 -2.73 -5.58
H -1.43 -3.87 -6.01
H 0.68 -2.69 -5.55
H 1.08 0.80 -4.63
H 1.86 -0.70 -5.14
H 2.81 -2.89 -3.67
H 1.21 -3.33 -3.03
H 2.61 -3.22 -1.94
H 4.19 -0.49 -3.55
H 4.32 -0.26 -1.79
H 3.75 1.07 -2.82
Te 1.57 1.14 4.51
C 0.52 0.14 6.04
C 0.95 -1.12 6.42
C 0.23 -1.78 7.42
N -0.84 -1.25 8.02
C -1.22 -0.03 7.65
C -0.58 0.71 6.67
C 0.73 -0.17 3.10
P 1.73 -0.87 1.74
C 3.49 -0.85 2.16
C 4.23 -1.98 2.50
C 5.55 -1.83 2.91
C 6.13 -0.58 2.96
C 5.42 0.54 2.57
C 4.10 0.41 2.16
C 1.23 -2.64 1.77
C 1.36 -3.41 2.92
C 1.02 -4.75 2.90
C 0.49 -5.32 1.74
C 0.30 -4.55 0.61
C 0.69 -3.22 0.63
P -0.91 0.23 2.38
C -1.73 -1.41 2.26
C -1.61 -2.35 3.28
C -2.27 -3.57 3.18
C -3.04 -3.86 2.05
C -3.16 -2.93 1.03
C -2.50 -1.71 1.14
C -1.95 1.13 3.56
C -1.75 2.51 3.65
C -2.50 3.27 4.54
C -3.46 2.64 5.33
C -3.67 1.28 5.23
C -2.92 0.52 4.34
H 1.82 -1.58 5.98
H 0.53 -2.77 7.75
H -2.08 0.38 8.17
H -0.94 1.69 6.40
H 3.80 -2.97 2.44
H 6.11 -2.71 3.19
H 7.16 -0.47 3.29
H 5.88 1.52 2.58
H 3.55 1.28 1.83
H 1.73 -2.96 3.84
H 1.16 -5.36 3.78
H 0.22 -6.37 1.73
H -0.12 -4.99 -0.29
H 0.62 -2.64 -0.29
H -1.02 -2.12 4.16
H -2.19 -4.29 3.98
H -3.55 -4.81 1.98
H -3.79 -3.15 0.18
H -2.69 -0.94 0.39
H -1.03 3.01 3.02
H -2.34 4.33 4.61
H -4.05 3.23 6.03
H -4.42 0.79 5.85
H -3.11 -0.54 4.27

Values from the calculation:
HOMO-LUMO gap (alpha / beta) ... 6.823 / 5.891 eV
Total charge ... +2
ΔE to the lowest compared entry with this formula, charge and spin ... 0.0 kcal/mol
Lowest unoccupied orbital energy (alpha / beta) ... -5.75 / -6.56 eV


[10]
Computed, not measured: one molecule with the formula C5H8ClF, with the ωB97M-V functional and the def2-TZVPD basis.

Geometry (Å):
C 0.46 1.52 0.44
C 0.10 0.04 0.03
C 0.98 -0.94 0.65
C -0.53 -0.23 -1.33
C -1.36 -0.35 -0.06
F -1.74 -1.63 0.25
Cl -2.63 0.83 0.13
H 0.57 1.51 1.56
H -0.31 2.02 0.13
H 1.47 1.69 -0.10
H 1.09 -0.94 1.70
H 2.02 -0.90 0.04
H 0.66 -2.04 0.42
H -0.73 0.62 -2.12
H -0.06 -1.19 -1.75

Values from the calculation:
HOMO-LUMO gap ... 10.822 eV
SMILES string ... CC1(C)C[C@]1(F)Cl
Total charge ... 0
ΔE to the lowest compared entry with this formula, charge and spin ... 52.1 kcal/mol
Lowest unoccupied orbital energy ... 0.90 eV


[11]
Computed, not measured: one molecule with the formula C24H33NS, with the ωB97M-V functional and the def2-TZVPD basis.

Geometry (Å):
C -0.55 4.90 1.15
C -2.11 4.52 0.95
C -2.30 3.08 0.28
C -1.71 3.17 -1.23
C -2.51 2.22 -2.27
C -2.13 0.66 -2.10
C -0.58 0.42 -2.48
C 0.33 0.15 -1.18
N 1.21 -1.06 -1.33
C 2.32 -0.87 -2.27
C 2.02 -1.19 -3.79
C 3.12 -0.97 -4.87
C 4.54 -0.42 -4.53
C 4.84 -0.14 -3.03
C 3.74 -0.35 -1.95
S 4.16 0.04 -0.20
C 2.95 -1.02 0.74
C 3.28 -1.46 2.22
C 2.27 -2.32 3.06
C 0.95 -2.70 2.35
C -0.17 -3.54 3.13
C -1.68 -3.08 2.83
C -2.63 -3.73 3.99
C -1.93 -1.50 2.88
C 0.63 -2.29 0.87
C 1.64 -1.43 0.04
H -0.10 4.42 2.09
H -0.52 6.05 1.22
H 0.10 4.63 0.25
H -2.54 5.31 0.23
H -2.67 4.62 1.96
H -1.70 2.32 0.90
H -3.39 2.69 0.29
H -1.79 4.26 -1.60
H -0.60 2.86 -1.22
H -2.43 2.58 -3.36
H -3.62 2.30 -1.97
H -2.82 0.08 -2.83
H -2.34 0.32 -1.04
H -0.56 -0.43 -3.25
H -0.14 1.35 -3.00
H 1.00 1.05 -0.93
H -0.37 -0.04 -0.30
H 1.02 -1.58 -4.16
H 2.91 -1.16 -5.98
H 5.33 -0.25 -5.34
H 5.87 0.26 -2.76
H 4.29 -1.14 2.69
H 2.55 -2.62 4.13
H -0.08 -4.64 2.78
H 0.04 -3.55 4.27
H -2.07 -3.46 1.83
H -2.36 -4.81 4.23
H -3.74 -3.61 3.68
H -2.52 -3.05 4.92
H -2.61 -1.23 1.98
H -1.00 -0.85 2.77
H -2.45 -1.16 3.86
H -0.39 -2.62 0.44

Values from the calculation:
HOMO-LUMO gap ... 8.029 eV
SMILES string ... CCCCCCCCN1c2ccccc2Sc2ccc(CC(C)C)cc21
Total charge ... 0
Lowest unoccupied orbital energy ... 0.41 eV


[12]
Computed, not measured: one molecule with the formula C16H18N4O3S, with the ωB97M-V functional and the def2-TZVPD basis.

Geometry (Å):
C -6.58 -1.16 -0.05
O -5.29 -1.73 0.09
C -4.16 -0.97 0.07
C -3.00 -1.73 0.05
C -1.74 -1.13 0.04
C -0.56 -1.95 0.01
N 0.61 -1.43 0.00
N 1.70 -2.22 -0.03
C 2.96 -1.70 -0.03
S 4.23 -2.75 -0.06
N 2.97 -0.35 -0.01
C 4.01 0.58 -0.01
C 5.36 0.26 -0.02
C 6.28 1.29 -0.01
C 5.83 2.60 0.00
N 4.54 2.91 0.02
C 3.66 1.93 0.01
C -1.66 0.26 0.06
C -2.80 1.03 0.10
O -2.78 2.40 0.17
C -1.53 3.05 0.17
C -4.08 0.43 0.08
O -5.25 1.15 0.14
C -5.36 2.34 -0.61
H -7.26 -2.02 -0.03
H -6.82 -0.48 0.77
H -6.69 -0.64 -1.00
H -3.10 -2.80 0.04
H -0.70 -3.03 0.00
H 1.62 -3.24 -0.04
H 2.03 0.04 0.00
H 5.69 -0.77 -0.03
H 7.34 1.08 -0.02
H 6.51 3.44 0.01
H 2.62 2.23 0.02
H -0.68 0.71 0.06
H -0.94 2.77 1.05
H -1.77 4.12 0.23
H -0.97 2.85 -0.74
H -4.94 3.20 -0.08
H -4.87 2.25 -1.59
H -6.43 2.49 -0.76

Values from the calculation:
HOMO-LUMO gap ... 7.990 eV
SMILES string ... COc1cc(/C=N/NC(=S)Nc2cccnc2)cc(OC)c1OC
Total charge ... 0
ΔE to the lowest compared entry with this formula, charge and spin ... 83.0 kcal/mol
Lowest unoccupied orbital energy ... -0.05 eV


[13]
Computed, not measured: one molecule with the formula C9H21N3Si3, with the ωB97M-V functional and the def2-TZVPD basis.

Geometry (Å):
C -2.38 0.16 -3.38
C -2.47 -0.49 -2.24
Si -1.00 -0.87 -1.04
C -0.19 -2.46 -1.36
N 0.13 0.50 -1.14
Si 1.60 0.53 -0.12
C 1.99 2.39 0.04
C 3.05 -0.33 -0.90
C 3.10 -0.29 -2.21
N 1.23 -0.42 1.39
Si -0.48 -0.28 1.93
C -0.84 -1.23 3.46
C -0.68 1.56 2.51
C -1.83 2.01 2.88
N -1.60 -0.77 0.66
H -3.28 0.24 -4.05
H -1.51 0.69 -3.67
H -3.35 -1.06 -2.07
H 0.76 -2.31 -0.73
H 0.02 -2.42 -2.42
H -0.73 -3.35 -1.11
H 0.36 0.79 -2.10
H 1.54 2.94 -0.80
H 1.69 2.78 1.01
H 3.08 2.58 -0.06
H 3.68 -0.99 -0.32
H 3.78 -0.91 -2.71
H 2.49 0.37 -2.88
H 1.29 -1.41 1.33
H -0.01 -1.02 4.08
H -0.82 -2.30 3.27
H -1.78 -0.89 3.90
H 0.23 2.04 2.42
H -2.70 1.39 3.18
H -1.96 3.10 2.99
H -2.41 -0.25 0.28

Values from the calculation:
HOMO-LUMO gap ... 9.775 eV
SMILES string ... C=C[Si@]1(C)N[Si@@](C)(C=C)N[Si@](C)(C=C)N1
Total charge ... 0
ΔE to the lowest compared entry with this formula, charge and spin ... 0.0 kcal/mol
Lowest unoccupied orbital energy ... 0.74 eV